C43H52N2O4 | wB97M-V/def2-TZVPD

```
! RIJCOSX wB97M-V def2-TZVPD def2/J DEFGRID3
* xyz 0 1
C 3.83 0.73 3.68
C 2.57 1.42 3.23
O 1.51 0.87 4.03
C 0.24 1.32 3.79
C -0.56 1.04 4.95
C -1.77 1.75 5.29
O -2.50 1.30 6.21
C -2.23 3.06 4.67
C -3.31 2.89 3.61
C -4.50 1.95 3.93
C -4.41 0.53 3.34
C -4.49 -0.63 4.36
C -3.62 -1.84 3.98
C -2.12 -1.60 4.16
C -1.69 -1.68 5.62
C -0.20 -1.36 5.81
C 0.04 0.14 6.00
O -0.10 1.81 2.71
H 4.69 1.16 3.16
H 3.95 0.86 4.76
H 3.80 -0.33 3.45
H 2.60 2.51 3.39
H 2.33 1.22 2.18
H -2.64 3.67 5.50
H -1.37 3.60 4.24
H -3.73 3.89 3.41
H -2.83 2.57 2.68
H -4.63 1.91 5.02
H -5.40 2.42 3.50
H -5.26 0.40 2.65
H -3.51 0.43 2.72
H -4.24 -0.27 5.36
H -5.54 -0.97 4.40
H -3.92 -2.71 4.58
H -3.79 -2.09 2.93
H -1.54 -2.34 3.59
H -1.84 -0.61 3.76
H -2.28 -0.96 6.21
H -1.92 -2.68 6.02
H 0.15 -1.87 6.72
H 0.39 -1.73 4.97
H 1.12 0.32 5.99
H -0.38 0.46 6.97
C 0.22 -1.97 -6.11
N -0.37 -1.38 -4.93
C -1.71 -1.51 -4.65
O -2.55 -2.04 -5.38
C -1.95 -0.92 -3.27
C -2.49 -1.97 -2.29
C -1.53 -3.14 -2.20
C -1.64 -4.18 -3.12
C -0.72 -5.23 -3.11
C 0.31 -5.24 -2.17
C 0.41 -4.21 -1.23
C -0.55 -3.19 -1.21
N -0.63 -0.39 -2.91
C -0.37 0.00 -1.65
C 0.93 0.18 -1.20
C 1.42 0.44 0.07
C 2.88 0.58 0.09
C 3.69 -0.32 0.83
C 5.08 -0.27 0.71
C 5.66 0.59 -0.23
C 4.88 1.51 -0.94
C 3.50 1.50 -0.79
C 0.42 -0.75 -3.89
C 1.23 0.39 -4.44
C 0.66 1.32 -5.24
C 1.37 2.34 -6.00
C 0.63 3.26 -6.78
C 1.27 4.29 -7.47
C 2.67 4.41 -7.40
C 3.42 3.46 -6.69
C 2.78 2.42 -6.00
H -0.57 -2.34 -6.76
H 0.82 -1.22 -6.66
H 0.89 -2.80 -5.85
H -2.66 -0.08 -3.37
H -2.66 -1.50 -1.31
H -3.45 -2.29 -2.71
H -2.45 -4.16 -3.86
H -0.82 -6.02 -3.85
H 1.04 -6.05 -2.17
H 1.24 -4.18 -0.51
H -0.52 -2.42 -0.43
H -1.24 0.16 -1.00
H 1.69 0.10 -1.98
H 0.79 0.45 0.96
H 3.20 -1.05 1.48
H 5.70 -0.92 1.33
H 6.74 0.57 -0.39
H 5.33 2.21 -1.65
H 2.86 2.17 -1.37
H 1.10 -1.49 -3.43
H 2.29 0.41 -4.17
H -0.42 1.31 -5.36
H -0.45 3.15 -6.84
H 0.69 5.01 -8.04
H 3.18 5.24 -7.90
H 4.51 3.53 -6.66
H 3.36 1.67 -5.46
*
```

Values from the calculation:
**HOMO**: -5.30 eV
**LUMO level**: -0.0987 Eh
**Kohn-Sham gap**: 2.6095 eV
**E**: -2080.077064 Eh